316
Properties=species:S:1:pos:R:3 method="wB97M-V/def2-TZVPD" orbital_gap_ev=4.8 largest_force_ev_per_a=19.12 e_tot_ev=-275952.8607 lumo_ev=-15.992 charge=+9
C -8.5326 -0.4051 2.2237
C -7.1552 0.3471 2.3600
C -7.0022 0.8371 3.8393
C -6.8453 -0.2593 4.8633
C -5.6029 -1.1704 4.5476
C -5.6338 -1.8118 3.0728
N -6.0548 -0.7892 2.1042
O -5.5560 -0.7887 1.0141
C -6.6988 -3.0174 3.0642
C -4.2667 -2.2826 2.5801
C -6.9823 1.4376 1.3572
H -8.5788 -0.9593 1.2636
H -9.2778 0.3835 2.1211
H -8.7253 -0.9647 3.1381
H -7.9102 1.4166 4.0398
H -6.1390 1.4940 3.9174
H -7.7333 -0.8843 4.9078
H -6.6911 0.1800 5.8405
H -5.4419 -2.0041 5.2340
H -4.7381 -0.5193 4.6688
H -7.6053 -2.6704 3.5523
H -6.2206 -3.8206 3.6212
H -7.0272 -3.3884 2.0512
H -4.3533 -2.8079 1.6052
H -3.8872 -2.9709 3.3210
H -3.5692 -1.4502 2.5533
H -5.9806 1.8686 1.4228
H -7.7212 2.2130 1.5486
H -7.1112 1.0756 0.3396
C -3.4659 4.3969 6.0489
C -2.2760 5.4071 6.1752
C -1.0025 4.5687 6.3478
C -0.5478 3.7838 5.0179
C -0.3039 4.7790 3.9214
C -1.5651 5.6973 3.5626
N -2.2946 6.2831 4.8230
O -2.8375 7.1746 4.7845
C -2.6667 4.8323 2.9130
C -1.2776 6.8393 2.6456
C -2.4742 6.4309 7.3176
H -3.1434 3.6176 5.3625
H -4.3631 4.9108 5.6174
H -3.6831 4.0554 7.0481
H -1.0643 3.8850 7.2076
H -0.2063 5.2695 6.5634
H -1.2221 3.0174 4.6402
H 0.3181 3.1845 5.3252
H 0.0016 4.4132 2.9566
H 0.4180 5.5413 4.2845
H -3.5230 5.5252 2.7127
H -2.9493 3.9448 3.4566
H -2.1896 4.5949 1.9744
H -1.1013 6.3747 1.6674
H -0.3083 7.3436 2.9311
H -2.0802 7.5690 2.6750
H -3.4157 6.9736 7.1760
H -1.6240 7.1262 7.2211
H -2.4045 5.9168 8.2804
C 8.9320 2.7827 -5.0258
C 8.6160 1.2362 -5.1750
C 9.7035 0.2757 -4.7424
C 9.3025 -1.1973 -4.5462
C 8.0857 -1.2892 -3.5994
C 6.9168 -0.3003 -3.8675
N 7.3076 1.0671 -4.4049
O 6.6261 1.9116 -4.2508
C 6.0035 -0.0956 -2.6715
C 5.9418 -0.9035 -5.0365
C 8.2521 0.8577 -6.6911
H 9.9677 3.0400 -5.2488
H 8.7904 2.9549 -3.9495
H 8.2499 3.3791 -5.6223
H 10.2084 0.6887 -3.8477
H 10.4289 0.3295 -5.5526
H 10.1547 -1.6785 -4.0978
H 9.0980 -1.6828 -5.4948
H 8.4754 -1.1164 -2.5929
H 7.5933 -2.2896 -3.6007
H 5.2176 0.6121 -2.9300
H 6.5825 0.3565 -1.8753
H 5.5783 -1.0581 -2.4058
H 5.4243 -1.7510 -4.6442
H 6.6304 -1.2808 -5.7966
H 5.2578 -0.1577 -5.4415
H 8.4268 -0.2118 -6.6758
H 8.9352 1.3664 -7.3333
H 7.1943 1.0243 -6.9611
C -0.6885 -0.9399 -3.2434
C -0.9773 -0.8187 -1.7203
C 0.3465 -1.2149 -0.9206
C 1.4561 -0.2244 -1.0070
C 1.0241 1.2435 -0.7324
C -0.2372 1.7150 -1.4007
N -1.3144 0.7049 -1.5509
O -2.4279 0.9444 -1.5714
C 0.0554 2.0724 -2.9969
C -0.7976 3.0162 -0.7078
C -2.2059 -1.6097 -1.2787
H -1.3681 -0.3881 -3.9083
H -0.7822 -2.0365 -3.2927
H 0.3272 -0.6642 -3.5351
H 0.6198 -2.2408 -1.2180
H 0.1116 -1.2130 0.1532
H 2.0011 -0.3862 -1.9636
H 2.1418 -0.4307 -0.1888
H 1.8315 1.8543 -1.1895
H 1.0358 1.3687 0.3716
H 0.6859 1.2747 -3.3317
H 0.5585 3.0475 -3.0466
H -0.9254 2.1361 -3.4233
H -1.6583 3.4108 -1.2324
H 0.0057 3.7676 -0.6271
H -1.2562 2.7046 0.2698
H -3.1345 -1.4719 -1.8896
H -2.3219 -1.1946 -0.2576
H -1.9961 -2.6879 -1.2229
C 6.3359 6.4547 6.9623
C 5.6245 5.7505 5.8294
C 4.9210 6.7672 4.9124
C 4.5309 6.1886 3.5454
C 5.7272 5.5932 2.7599
C 6.5157 4.5985 3.6477
N 6.5935 4.8659 5.0788
O 7.4579 4.3559 5.7324
C 7.9177 4.1524 3.0922
C 5.6287 3.2373 3.6441
C 4.5695 4.7358 6.3920
H 6.6020 5.7479 7.7465
H 5.7440 7.2487 7.4090
H 7.2427 6.9320 6.5640
H 5.5419 7.6466 4.7385
H 4.0865 7.0442 5.5370
H 4.1630 7.0434 3.0277
H 3.6401 5.5545 3.5871
H 6.3543 6.4335 2.4102
H 5.3020 5.1046 1.9067
H 7.9215 4.0956 1.9994
H 8.2463 3.2550 3.6043
H 8.6008 4.9205 3.4199
H 4.6059 3.5743 3.8778
H 6.0511 2.4549 4.2933
H 5.6896 2.8011 2.6363
H 5.0848 3.8908 6.8847
H 3.9448 4.3393 5.5825
H 3.9591 5.3138 7.0945
C 0.4188 -7.4254 0.6271
C 0.3277 -5.9288 0.9546
N 1.6669 -5.3266 1.3527
C 2.5141 -6.0090 2.2724
C 3.7771 -5.6123 2.0611
N 3.7068 -4.8154 0.8604
C 2.4479 -4.7433 0.4813
C 4.8008 -4.6234 -0.0946
H 0.8802 -7.9622 1.4548
H 0.9519 -7.5569 -0.3229
H -0.6446 -7.7500 0.5446
H -0.3936 -5.7258 1.7331
H 0.0311 -5.3789 0.0533
H 2.1026 -6.6377 3.0378
H 4.7292 -5.9573 2.4002
H 2.1592 -4.5092 -0.5851
H 4.5111 -5.0215 -1.0732
H 5.6930 -5.1040 0.2932
H 4.8455 -3.5328 -0.2164
C -0.6586 -1.7612 5.3612
C 0.2575 -0.6782 5.0570
N 1.7232 -0.8897 5.1465
C 2.2659 -1.9839 4.3590
C 2.3711 0.3739 4.5536
C 2.0922 0.6655 3.1196
C 2.2665 -0.9736 6.5450
C 1.6770 -0.1879 7.6509
O 1.7900 1.1521 7.3870
C 1.5450 1.9774 8.6143
H -0.5465 -2.6099 4.6623
H -1.6330 -1.2515 5.2152
H -0.6618 -2.2257 6.3442
H 0.0191 0.1688 5.7078
H 0.1000 -0.3029 4.0294
H 2.2715 -2.8843 4.9679
H 3.2932 -1.8759 4.0326
H 1.6135 -2.1255 3.5262
H 3.4581 0.2055 4.6615
H 2.1287 1.2270 5.1703
H 2.6554 1.5742 2.9440
H 1.0685 0.9639 2.8943
H 2.4234 -0.1674 2.4441
H 3.3100 -0.6909 6.5032
H 2.1160 -1.9808 6.9215
H 2.2241 -0.5158 8.5376
H 0.6302 -0.4989 7.7975
H 2.3293 1.8173 9.3889
H 0.5621 1.7226 9.0359
H 1.5251 3.0064 8.2515
C -2.5714 -10.4791 -5.9349
C -3.4953 -9.9898 -4.8145
N -3.0448 -10.2110 -3.3886
C -4.0572 -9.6831 -2.4902
C -2.8641 -11.6885 -3.0999
C -2.3232 -12.0438 -1.7974
C -1.7450 -9.4529 -3.1397
C -1.8224 -7.9989 -2.8870
O -2.2628 -7.2506 -3.9809
C -1.5420 -6.0145 -4.2718
H -1.9844 -11.3419 -5.6467
H -1.9062 -9.6442 -6.1846
H -3.1047 -10.7751 -6.8480
H -4.4740 -10.4968 -4.7664
H -3.6845 -8.9328 -4.9506
H -4.8396 -10.4415 -2.4676
H -4.4336 -8.7581 -2.8850
H -3.5829 -9.5967 -1.5054
H -2.1812 -12.0789 -3.8732
H -3.8326 -12.1929 -3.2968
H -2.5282 -13.1164 -1.5436
H -2.8695 -11.4627 -1.0517
H -1.2404 -11.8435 -1.7267
H -1.0843 -9.7207 -3.9514
H -1.3095 -9.8317 -2.2263
H -0.7478 -7.8367 -2.7269
H -2.3319 -7.7432 -1.9222
H -2.1445 -5.1392 -3.9357
H -1.3321 -5.9539 -5.3592
H -0.5892 -5.9862 -3.7440
C -2.2087 -8.7606 5.4790
C -3.7179 -8.6731 5.3007
N -4.1717 -7.6574 4.2558
C -5.6200 -7.7328 4.2192
C -3.6927 -6.2463 4.5543
C -4.3437 -5.5696 5.7652
C -3.6283 -7.9844 2.8964
C -4.2790 -7.3374 1.6777
O -4.0056 -5.9708 1.5823
C -4.2197 -5.5154 0.2784
H -2.1473 -9.3019 6.3905
H -1.6738 -7.8224 5.6034
H -1.7221 -9.3584 4.7224
H -4.1509 -8.3187 6.2418
H -4.2178 -9.6199 5.0769
H -5.9572 -8.5251 3.5585
H -6.0138 -6.7911 3.8799
H -5.9660 -7.8410 5.2268
H -3.9475 -5.6517 3.6862
H -2.6232 -6.3079 4.6220
H -5.3892 -5.3941 5.5504
H -3.9009 -4.5784 5.8035
H -4.2771 -6.1178 6.6612
H -3.6945 -9.0882 2.8754
H -2.5567 -7.8175 2.8831
H -5.3703 -7.4882 1.5858
H -3.8225 -7.8687 0.8212
H -3.6505 -6.0875 -0.4932
H -3.9215 -4.4511 0.2833
H -5.3062 -5.5457 0.0020
C 8.2331 7.5122 -7.6495
C 7.0746 8.3108 -7.1310
N 6.0685 8.8319 -8.1866
C 6.8211 9.5041 -9.2631
C 5.3139 7.7017 -8.7389
C 4.4651 8.0747 -9.8838
C 5.2133 9.8302 -7.5474
C 4.0414 9.3415 -6.6827
O 4.4961 8.6560 -5.5090
C 3.4475 8.3423 -4.5970
H 7.8875 6.6901 -8.3076
H 8.5959 7.1640 -6.6769
H 8.9835 8.1282 -8.1139
H 7.4640 9.2052 -6.6325
H 6.4967 7.7429 -6.4112
H 7.3372 8.7441 -9.8732
H 7.6741 10.1060 -8.8513
H 6.1583 10.0777 -9.9089
H 4.7100 7.2891 -7.9121
H 6.0225 6.9729 -9.0721
H 4.0707 7.1098 -10.2396
H 4.9156 8.4553 -10.7783
H 3.5540 8.6250 -9.6069
H 4.8177 10.4005 -8.3791
H 5.8224 10.5189 -7.0031
H 3.3150 8.7456 -7.2986
H 3.5364 10.2691 -6.3908
H 3.9527 7.7858 -3.8092
H 2.6146 7.9129 -5.1444
H 3.1098 9.2686 -4.1352
C -5.8704 -0.1217 -4.6710
C -5.6575 1.3562 -4.7343
N -6.5582 2.1636 -3.9049
C -6.5145 1.8890 -2.5109
C -6.1622 3.6177 -4.0519
C -4.7519 4.0354 -3.8242
C -7.9849 2.0177 -4.2119
C -8.3750 1.9799 -5.6494
O -8.1480 3.2349 -6.2317
C -8.6607 3.3177 -7.5952
H -4.9600 -0.4841 -5.1479
H -6.7334 -0.4918 -5.2023
H -5.8664 -0.4951 -3.6399
H -5.7689 1.7244 -5.7381
H -4.6501 1.6446 -4.4062
H -5.4934 1.8478 -2.1291
H -7.0245 0.9331 -2.2885
H -7.0790 2.6449 -1.9946
H -6.7950 4.1306 -3.3177
H -6.5404 3.9702 -5.0153
H -4.3172 3.6034 -2.9141
H -4.7872 5.1439 -3.7662
H -4.1431 3.8671 -4.6822
H -8.4465 2.8346 -3.6884
H -8.2588 1.0599 -3.7705
H -9.4341 1.7011 -5.7115
H -7.8464 1.1469 -6.1846
H -8.2967 4.2468 -7.9979
H -9.7435 3.2653 -7.5857
H -8.2870 2.4745 -8.2234
Br 1.5531 -4.9617 -2.7295
Br -1.5478 0.4286 2.0135